{"formula": "C26H36N2O4S", "method": "wB97M-V/def2-TZVPD", "symbols": ["N", "H", "H", "H", "H", "C", "C", "H", "H", "H", "H", "C", "H", "H", "H", "H", "H", "O", "C", "C", "H", "S", "C", "H", "C", "H", "H", "O", "H", "C", "H", "C", "C", "N", "H", "H", "O", "C", "H", "H", "C", "H", "H", "C", "H", "C", "H", "C", "C", "H", "H", "C", "C", "C", "C", "C", "H", "H", "H", "C", "C", "O", "H", "H", "C", "H", "H", "C", "C"], "positions_angstrom": [[3.85613, 0.34239, 0.00285], [4.74950, 3.33731, -1.14751], [-2.60407, 2.89097, 1.69913], [-0.09342, -2.16688, 1.38369], [-3.49924, 2.98106, 0.17709], [-0.80012, -2.57605, -1.38456], [-1.61664, -1.61155, -1.93128], [-5.61708, 2.49287, 1.40686], [-3.96182, 4.77157, 2.60531], [0.25719, -2.57767, -1.60268], [2.74536, 1.90691, -0.68642], [0.90333, -2.56071, 1.25110], [4.46025, -3.95672, 0.82886], [-3.60129, 0.69558, -0.37660], [5.79174, 2.00774, -0.65233], [-3.10055, -0.91008, 2.03906], [6.91088, 2.05043, -2.88737], [4.42737, -1.61719, 1.77380], [-3.89648, 4.59238, 1.53449], [6.34306, 2.90557, -2.52665], [1.81945, -0.82246, 2.05520], [-0.30436, -4.79651, 0.17746], [-1.33827, -3.54053, -0.54076], [2.50609, -5.31147, 0.12614], [2.20108, 0.11372, -1.76343], [5.33253, 0.02422, 2.47130], [-1.21447, -0.85057, -2.58143], [3.03289, 1.64492, 1.66256], [3.81192, 1.93006, -2.97332], [2.36879, -4.32737, 0.54640], [-4.84823, 4.86561, 1.08410], [-4.43472, 0.71547, 1.56299], [-2.69951, -3.55014, -0.28401], [-4.42829, 0.43759, 0.14090], [-5.43921, 0.33519, -2.57189], [-3.12414, 5.23929, 1.12533], [-6.44011, -0.59595, 0.01327], [-3.52603, -2.58991, -0.84124], [-4.70924, 2.35906, 2.91191], [-4.57947, -2.61458, -0.61339], [3.23984, 1.02841, -1.11396], [4.84750, 0.59086, -2.47647], [-5.29787, 0.17181, 1.96394], [-5.07932, -0.50656, -1.97275], [-5.61269, -1.40988, -2.29036], [3.65461, 0.67329, 1.28781], [5.86908, 3.38536, -3.38015], [3.28007, -2.29899, 1.46889], [-3.15433, 0.16654, 2.18755], [1.69155, 0.63513, -2.56880], [1.46350, -0.19946, -1.02773], [-3.57256, 3.12904, 1.25673], [4.30778, 1.47094, -2.11643], [-4.65084, 2.21186, 1.83190], [1.08553, -3.81340, 0.68631], [-2.98674, -1.60623, -1.66271], [-2.27589, 0.61915, 1.73292], [2.68121, -0.77354, -2.17289], [3.75080, -0.27847, 3.22003], [3.45669, -3.57636, 0.93636], [1.99246, -1.79946, 1.63328], [-3.69712, -0.59032, -2.24054], [-3.13966, 0.37161, 3.25414], [4.38144, -0.49476, -0.20422], [-5.40090, -0.23296, -0.49489], [7.03635, 3.61236, -2.07775], [-3.11518, -4.30961, 0.35999], [5.29636, 2.46530, -1.51115], [4.30761, -0.30525, 2.27606]], "lowdin_charge": [0.106, 0.114, 0.103, 0.114, 0.104, -0.096, 0.007, 0.121, 0.072, 0.109, 0.147, -0.086, 0.120, 0.143, 0.104, 0.075, 0.071, -0.052, -0.113, -0.115, 0.115, 0.994, -0.544, 0.105, -0.041, 0.141, 0.118, 0.066, 0.120, -0.096, 0.072, -0.355, -0.089, 0.110, 0.141, 0.068, 0.067, -0.007, 0.118, 0.114, -0.363, 0.120, 0.144, -0.092, 0.138, -0.500, 0.071, -0.269, -0.038, 0.079, 0.069, -0.268, -0.179, -0.169, -0.540, -0.267, 0.072, 0.083, 0.139, -0.001, -0.004, -0.052, 0.083, 0.154, -0.496, 0.068, 0.107, -0.262, -0.092], "lumo_ev": 0.53, "orbital_gap_ev": 8.369, "energy_ha": -1821.0414, "smiles": "CCC[C@@H](C)NC(=O)COc1ccc(Sc2ccc(OCC(=O)N[C@@H](C)CCC)cc2)cc1", "molar_mass_g_mol": 472.7, "de_lowest_ev": 0.2066}